Record 1
12
Properties=species:S:1:pos:R:3:mulliken_spin:R:1 method="wB97M-V/def2-TZVPD" multiplicity=2 e_lumo_ha="-0.7668 / -0.7665" total_charge=+4 gap_ev="8.4418 / 8.0814" mol_weight_g_mol=217.70
O 1.88557 0.55380 -1.21768 -0.015
C 1.99216 -0.38824 -0.44214 0.000
H 2.97039 -0.89690 -0.42248 -0.001
H 1.26590 -0.43692 0.38831 -0.001
Sn 0.62321 3.22848 -0.81056 0.001
Li -0.22199 1.00732 -3.29555 0.000
O 0.38659 1.40096 -1.38321 0.018
C -1.92213 -1.16960 1.82125 0.070
O -1.21387 -0.98083 0.81938 -0.005
O -1.41093 0.17075 0.05580 0.929
H -1.51546 -1.90503 2.52427 0.002
H -2.83943 -0.58379 1.96260 0.002

Record 2
14
Properties=species:S:1:pos:R:3:lowdin_charge:R:1 method="wB97M-V/def2-TZVPD" e_lumo_ha=0.0370 total_charge=0 gap_ev=10.1703 mol_weight_g_mol=84.12
C 1.46908 0.81766 -2.24544 -0.036
N 1.21930 0.19451 -1.15222 -0.064
N -0.06786 0.51750 -0.70696 0.007
C -0.39342 -0.09226 0.36542 -0.436
C -1.76702 0.22124 0.87727 -0.068
C 0.47937 -1.02340 1.16544 -0.072
H 2.47976 0.64189 -2.65434 0.068
H 0.75930 1.45794 -2.74021 0.059
H -2.41770 -0.67949 0.82539 0.087
H -1.74482 0.55911 1.92038 0.075
H -2.18698 1.07260 0.26501 0.090
H -0.17448 -1.67865 1.85113 0.092
H 1.12853 -1.63879 0.43218 0.086
H 1.21694 -0.36987 1.79694 0.112

Record 3
106
Properties=species:S:1:pos:R:3:lowdin_charge:R:1 method="wB97M-V/def2-TZVPD" e_lumo_ha=0.0035 total_charge=0 gap_ev=6.5330 mol_weight_g_mol=1004.46
Rb -0.11306 0.84569 -0.68099 0.518
C 0.98486 1.15659 -4.85386 -0.203
C 0.51600 2.45297 -4.16969 -0.200
N 0.97111 2.52929 -2.79361 -0.175
C 2.29928 3.06432 -2.56002 -0.286
C 3.44354 2.08531 -2.83998 -0.441
S 3.24621 0.41568 -2.12280 0.851
C 3.18765 -0.62993 -3.61685 -0.451
C 1.78187 -1.04340 -4.06784 -0.289
N 0.81515 0.02758 -3.95338 -0.095
H 2.04027 1.24052 -5.11300 0.097
H 0.44159 1.03347 -5.79994 0.117
H -0.57692 2.45710 -4.15672 0.115
H 0.84330 3.31307 -4.77392 0.117
H 0.32290 3.08210 -2.24525 0.018
H 2.33963 3.35988 -1.50998 0.087
H 2.49670 3.96538 -3.16431 0.120
H 4.36105 2.49295 -2.41718 0.070
H 3.60326 1.95122 -3.90823 0.059
H 3.76173 -1.52509 -3.37712 0.067
H 3.72970 -0.10035 -4.39993 0.066
H 1.44227 -1.85238 -3.42330 0.069
H 1.86190 -1.45904 -5.08624 0.122
H -0.12536 -0.34176 -4.01454 0.095
N 0.53422 -2.59148 -0.25276 -0.414
P -0.63986 -2.34527 -1.51617 0.917
C -2.08731 -3.14515 -0.72922 -0.381
C -3.27872 -2.42715 -0.67193 -0.098
C -4.40305 -2.98686 -0.07978 -0.077
C -4.33443 -4.26118 0.46196 -0.079
C -3.14438 -4.97828 0.41394 -0.075
C -2.02493 -4.42509 -0.18207 -0.087
C -0.13055 -3.71055 -2.63778 -0.392
C 0.90516 -4.59740 -2.36221 -0.101
C 1.25757 -5.57146 -3.28709 -0.080
C 0.57780 -5.67013 -4.49146 -0.087
C -0.46004 -4.79151 -4.77241 -0.082
C -0.80503 -3.81419 -3.85429 -0.108
P 0.13516 -1.69168 1.19257 0.912
C -0.23282 -3.08261 2.33334 -0.366
C -1.38706 -3.02658 3.10544 -0.103
C -1.72278 -4.08418 3.94069 -0.084
C -0.90588 -5.20183 4.00149 -0.087
C 0.25290 -5.25999 3.23476 -0.081
C 0.58913 -4.20396 2.40592 -0.092
C 1.81593 -1.20878 1.74875 -0.363
C 3.01395 -1.65781 1.19760 -0.110
C 4.22553 -1.14439 1.63816 -0.081
C 4.25785 -0.17977 2.63281 -0.076
C 3.07096 0.26194 3.20138 -0.060
C 1.86128 -0.24591 2.75853 -0.087
H 1.42150 -2.24231 -0.61740 0.013
H -3.31554 -1.42340 -1.08244 0.080
H -5.32839 -2.42653 -0.03238 0.104
H -5.20969 -4.69799 0.92602 0.103
H -3.09239 -5.96935 0.84714 0.107
H -1.09293 -4.97698 -0.21799 0.107
H 1.42925 -4.53764 -1.41685 0.092
H 2.06416 -6.25915 -3.06523 0.103
H 0.85446 -6.42986 -5.21126 0.102
H -0.99445 -4.86797 -5.71100 0.104
H -1.61129 -3.11983 -4.07175 0.105
H -2.03150 -2.15685 3.03711 0.095
H -2.62471 -4.03938 4.53819 0.104
H -1.16953 -6.03058 4.64649 0.102
H 0.89264 -6.13237 3.28893 0.102
H 1.48937 -4.24462 1.80401 0.100
H 3.03666 -2.42216 0.42883 0.095
H 5.14817 -1.49627 1.19424 0.106
H 5.20350 0.23558 2.95612 0.105
H 3.08703 1.01742 3.97661 0.109
H 0.93784 0.11995 3.19033 0.079
C 1.49676 6.53310 1.69507 -0.225
Si 0.92535 5.60356 3.22898 0.532
C -0.29369 6.71575 4.15993 -0.180
C 2.47350 5.40168 4.30861 -0.182
C 0.11294 3.89696 3.12546 -0.263
C -0.18042 3.29587 4.33786 -0.108
C -0.82678 2.06178 4.40287 -0.090
C -1.14975 1.46177 3.20561 -0.221
N -0.87115 1.98037 2.01056 -0.062
C -0.25938 3.18899 1.94201 -0.815
S 0.02607 3.83199 0.37922 0.486
H 1.90865 7.50221 1.99712 0.028
H 0.68321 6.70147 0.99255 0.004
H 2.27168 5.97552 1.16891 0.016
H 0.13770 7.70841 4.31189 0.025
H -0.54372 6.30675 5.14171 0.022
H -1.22496 6.83725 3.60272 0.030
H 2.88139 6.37937 4.57757 0.026
H 3.25012 4.85345 3.77029 0.027
H 2.26637 4.86297 5.23643 0.017
H 0.09078 3.79784 5.26300 0.096
H -1.06924 1.59556 5.34832 0.096
H -1.66704 0.50342 3.19221 0.094
I -5.14128 2.89875 2.09429 0.880
C -4.68912 2.33018 0.12578 -0.691
C -5.60306 2.52381 -0.89510 -0.134
C -5.24382 2.12456 -2.17504 -0.061
C -3.99800 1.55036 -2.36654 -0.150
N -3.12130 1.36596 -1.38170 0.021
C -3.45891 1.75526 -0.15450 -0.224
H -6.56692 2.97534 -0.70371 0.098
H -5.92310 2.26098 -3.00538 0.105
H -3.68602 1.22054 -3.35196 0.106
H -2.71628 1.61860 0.62572 0.054

Record 4
78
Properties=species:S:1:pos:R:3:mulliken_spin:R:1 method="wB97M-V/def2-TZVPD" multiplicity=4 e_lumo_ha="-0.1120 / -0.1216" total_charge=+1 gap_ev="7.5331 / 6.7953" mol_weight_g_mol=761.02
V -0.12842 1.24431 -0.12902 2.661
C 3.51943 1.35784 -1.05197 0.011
Si 2.08197 0.30165 -0.33786 -0.138
C 1.83229 -1.23382 -1.48068 0.039
C 2.81259 -2.20314 -1.64580 0.019
C 2.60579 -3.30783 -2.45820 -0.002
C 1.39625 -3.47215 -3.11313 0.003
C 0.40161 -2.51817 -2.97258 -0.007
C 0.62212 -1.40196 -2.17263 -0.034
P -0.64458 -0.12837 -1.90875 0.000
C -0.04798 1.27337 -2.91275 -0.013
C -0.46326 2.54744 -2.50924 0.053
C -0.04336 3.67032 -3.20295 0.012
C 0.78377 3.52667 -4.30731 0.009
C 1.21440 2.26831 -4.69944 -0.004
C 0.80874 1.14283 -4.00249 0.041
C -2.09315 -0.73442 -2.81453 0.027
C -2.89880 -1.64852 -2.13696 -0.008
C -3.98441 -2.21175 -2.77900 0.002
C -4.27032 -1.85808 -4.08875 -0.001
C -3.49405 -0.91785 -4.74590 0.001
C -2.40057 -0.35229 -4.11523 -0.006
C 2.47269 -0.26602 1.45985 0.032
C 3.75854 -0.49418 1.93289 0.011
C 3.97918 -0.96202 3.21897 0.001
C 2.90937 -1.24439 4.05465 0.001
C 1.61739 -1.00323 3.61717 -0.008
C 1.40699 -0.48712 2.34136 -0.032
P -0.26540 -0.13316 1.73005 0.001
C -1.15586 -1.66940 2.15054 0.000
C -0.87930 -2.81431 1.40631 -0.006
C -1.44121 -4.02334 1.77413 0.003
C -2.27383 -4.09696 2.88080 -0.002
C -2.56387 -2.95632 3.61014 0.002
C -2.00882 -1.74107 3.24902 -0.007
C -1.08651 1.09995 2.77255 0.049
C -0.59812 1.67053 3.93766 0.003
C -1.30031 2.70830 4.52979 0.005
C -2.48135 3.16571 3.96963 0.002
C -2.96957 2.60293 2.79653 0.002
C -2.26706 1.57932 2.19497 -0.003
H 4.42056 0.77198 -1.20729 -0.002
H 3.76618 2.17842 -0.38452 0.004
H 3.23545 1.77993 -2.01258 0.000
H 3.74566 -2.09128 -1.11439 0.000
H 3.38741 -4.04520 -2.56920 0.000
H 1.22231 -4.34586 -3.72405 0.000
H -0.55011 -2.65219 -3.47083 0.000
H -1.18465 2.66156 -1.68832 -0.038
H -0.37120 4.65420 -2.89664 0.001
H 1.08390 4.39766 -4.87033 0.000
H 1.86436 2.16132 -5.55574 0.000
H 1.14488 0.15908 -4.30203 0.000
H -2.65339 -1.91069 -1.11343 0.004
H -4.60690 -2.92483 -2.26166 0.000
H -5.10079 -2.32026 -4.60013 0.000
H -3.73679 -0.62730 -5.75653 0.000
H -1.78683 0.37700 -4.62488 0.001
H 4.59464 -0.29893 1.27929 0.001
H 4.98957 -1.12029 3.56621 0.000
H 3.07871 -1.65121 5.04118 0.000
H 0.77024 -1.22953 4.25387 0.000
H -0.21667 -2.73701 0.55111 0.001
H -1.21832 -4.91276 1.20534 0.000
H -2.68996 -5.04584 3.18242 0.000
H -3.21151 -3.00998 4.47250 0.000
H -2.22943 -0.84946 3.81863 -0.001
H 0.32224 1.30622 4.37226 -0.002
H -0.92390 3.15521 5.43955 0.001
H -3.03888 3.94712 4.46272 0.000
H -3.89372 2.95504 2.36210 0.000
H -2.64877 1.10188 1.28833 0.006
Cl 0.84801 5.54413 3.06077 0.022
C 1.82305 4.23317 2.33451 0.012
Cl 3.15537 4.95521 1.36672 0.024
Cl 2.56819 3.22886 3.64837 0.030
C 1.04492 3.38303 1.51695 0.468
N 0.53314 2.54203 0.88784 -0.248

Record 5
47
Properties=species:S:1:pos:R:3:lowdin_charge:R:1 method="wB97M-V/def2-TZVPD" e_lumo_ha=0.0227 total_charge=0 gap_ev=8.9839 mol_weight_g_mol=362.45
C -2.82508 -2.65843 -0.89168 -0.063
C -1.85306 -3.80130 -0.61222 -0.241
O -1.05466 -3.56398 0.53097 -0.048
C -0.01832 -2.68889 0.46267 -0.274
C 0.62647 -2.42733 1.67495 0.002
C 1.68544 -1.54918 1.73438 -0.023
C 2.12812 -0.89265 0.58460 -0.289
N 3.16961 0.04878 0.67874 -0.178
C 2.96937 1.23279 1.49023 -0.083
C 1.77001 1.99500 0.91872 -0.436
O 1.90110 2.89872 0.11797 0.061
N 0.58562 1.47422 1.32069 0.144
C -0.69138 1.69640 0.78134 -0.214
C -1.68102 0.75715 1.05862 -0.019
C -2.95371 0.91748 0.54814 -0.052
C -3.27158 2.01058 -0.24943 -0.286
C -4.65875 2.19232 -0.78500 -0.054
C -2.27557 2.94104 -0.51725 -0.036
C -0.99723 2.79643 -0.01060 -0.002
S 4.38250 0.11492 -0.46640 0.624
C 3.86940 1.27499 -1.76144 -0.096
O 4.49921 -1.19558 -1.02733 -0.279
O 5.51543 0.68859 0.19573 -0.292
C 1.50549 -1.17180 -0.62223 0.000
C 0.44761 -2.06230 -0.68853 0.005
H -3.47475 -2.51232 -0.03247 0.076
H -2.29243 -1.72904 -1.08034 0.062
H -3.43515 -2.89970 -1.75765 0.079
H -2.40905 -4.71063 -0.36775 0.124
H -1.22618 -4.00707 -1.48773 0.117
H 0.27819 -2.93679 2.55978 0.122
H 2.18306 -1.36930 2.67566 0.123
H 3.88074 1.82449 1.39849 0.124
H 2.81615 0.96422 2.53995 0.130
H 0.63062 0.67542 1.94067 0.124
H -1.44545 -0.10438 1.66812 0.110
H -3.71243 0.18162 0.77145 0.108
H -5.24941 2.79251 -0.09211 0.084
H -5.15665 1.23343 -0.90823 0.074
H -4.64017 2.70780 -1.74225 0.076
H -2.50239 3.79896 -1.13317 0.113
H -0.23603 3.52534 -0.23099 0.102
H 3.29831 0.73728 -2.50551 0.057
H 3.29136 2.07721 -1.31745 0.040
H 4.78228 1.66451 -2.19297 0.068
H 1.85000 -0.69184 -1.52259 0.105
H -0.00564 -2.24970 -1.64855 0.111

Please write out number 2 again, unchanged.
14
Properties=species:S:1:pos:R:3:lowdin_charge:R:1 method="wB97M-V/def2-TZVPD" e_lumo_ha=0.0370 total_charge=0 gap_ev=10.1703 mol_weight_g_mol=84.12
C 1.46908 0.81766 -2.24544 -0.036
N 1.21930 0.19451 -1.15222 -0.064
N -0.06786 0.51750 -0.70696 0.007
C -0.39342 -0.09226 0.36542 -0.436
C -1.76702 0.22124 0.87727 -0.068
C 0.47937 -1.02340 1.16544 -0.072
H 2.47976 0.64189 -2.65434 0.068
H 0.75930 1.45794 -2.74021 0.059
H -2.41770 -0.67949 0.82539 0.087
H -1.74482 0.55911 1.92038 0.075
H -2.18698 1.07260 0.26501 0.090
H -0.17448 -1.67865 1.85113 0.092
H 1.12853 -1.63879 0.43218 0.086
H 1.21694 -0.36987 1.79694 0.112